# 1
{"formula": "C15H35FN2O2S", "method": "wB97M-V/def2-TZVPD", "smiles": "[H]/N=C/CN(C)S(=O)(=O)F.CCCCCC.CCCCCC", "homo_energy_ev": -10.465, "total_energy_ev": -36749.761, "lumo_ev": 0.53, "homo_lumo_gap_ev": 10.997, "de_lowest_ev": 0.000, "symbols": ["H", "H", "C", "C", "H", "H", "H", "H", "C", "H", "C", "H", "H", "C", "C", "C", "H", "O", "H", "H", "O", "C", "C", "H", "H", "H", "H", "H", "H", "H", "H", "H", "H", "N", "H", "H", "H", "H", "C", "C", "H", "C", "H", "C", "H", "C", "C", "H", "N", "F", "S", "H", "H", "H", "H", "H"], "xyz": [[0.408, -0.966, -2.396], [-2.141, -2.826, 3.717], [1.248, 3.723, -0.045], [1.501, 4.598, -1.271], [2.856, 4.822, -2.945], [0.607, 4.640, -1.900], [1.683, 5.621, -0.932], [-4.994, -0.346, 3.027], [-1.354, -2.126, 3.475], [-1.803, 2.102, 0.334], [-4.132, -0.770, 3.542], [2.540, 3.145, -2.520], [1.299, -1.578, -3.766], [-0.315, 2.058, -1.243], [2.694, 4.143, -2.107], [1.730, -2.616, -0.456], [3.606, 4.127, -1.507], [-0.228, 0.813, 5.189], [-1.571, 3.662, -0.468], [2.759, -1.322, -1.829], [-0.515, 1.221, 2.874], [2.102, -2.196, -1.878], [0.457, -4.230, -3.602], [-5.272, -1.867, 4.483], [2.695, -2.992, -2.337], [-0.157, 2.522, -2.221], [0.056, -1.259, -0.140], [-0.459, -2.481, 3.963], [-2.456, 2.379, -1.285], [0.798, -1.855, 1.341], [-1.204, -2.130, 2.394], [0.740, 1.744, 0.597], [2.136, 3.742, 0.595], [-1.714, -0.768, 3.912], [0.445, 4.169, 0.548], [0.872, -4.001, -4.585], [-0.427, 0.985, -1.429], [1.117, -3.521, -0.474], [-0.112, -2.975, -2.946], [0.915, -1.856, -2.780], [-2.887, 0.872, 3.244], [0.907, 2.265, -0.350], [1.619, -0.619, 0.389], [1.009, -1.522, 0.325], [-0.324, -4.980, -3.734], [-1.608, 2.583, -0.628], [-2.816, -0.204, 3.138], [-0.553, -3.233, -1.979], [-4.274, -1.677, 4.401], [0.860, -0.532, 3.583], [-0.420, 0.276, 3.912], [-2.651, -0.383, 2.070], [1.770, 1.777, -0.815], [-0.932, -2.599, -3.565], [1.244, -4.680, -2.995], [2.648, -2.879, 0.076]]}

# 2
{"formula": "C13H20ClINO", "method": "wB97M-V/def2-TZVPD", "homo_energy_ev": -12.112, "total_energy_ev": -37955.080, "lumo_ev": -4.64, "homo_lumo_gap_ev": 7.475, "total_charge": 1, "de_lowest_ev": 4.435, "symbols": ["C", "H", "C", "I", "C", "C", "H", "H", "H", "C", "C", "C", "H", "H", "C", "O", "C", "C", "N", "H", "H", "Cl", "H", "H", "H", "H", "C", "H", "H", "H", "H", "H", "C", "H", "H", "H", "C"], "xyz": [[1.634, 4.372, -0.238], [0.548, -0.138, 1.059], [1.425, -3.398, -0.651], [-0.371, 6.684, -1.525], [-1.565, 0.946, -0.498], [1.273, -5.033, 1.035], [2.934, 2.685, 0.632], [-3.439, 0.669, 0.758], [1.640, -3.313, 2.304], [-2.926, 1.504, 0.164], [-0.440, 2.093, -0.405], [-0.808, 3.538, -0.905], [-2.628, 2.334, 0.913], [2.426, 5.186, -0.151], [2.127, -4.645, -0.151], [0.833, -2.767, 0.494], [1.354, 0.499, 0.570], [0.886, -3.681, 1.601], [0.905, 1.848, 0.115], [-0.082, -3.701, 2.107], [-1.283, -0.001, 0.104], [-5.716, 1.798, -0.399], [2.107, -2.701, -1.144], [1.831, -0.051, -0.331], [-3.806, 1.875, -1.963], [0.380, -5.564, 0.692], [-3.956, 2.171, -0.872], [-1.703, 0.567, -1.583], [1.789, -5.665, 1.760], [-1.829, 3.795, -1.355], [-3.848, 3.315, -0.774], [0.619, -3.650, -1.349], [0.238, 4.717, -0.831], [2.203, -5.424, -0.911], [3.139, -4.395, 0.185], [2.211, 0.611, 1.336], [1.898, 2.920, 0.208]]}

# 3
{"formula": "C6H9ClS", "method": "wB97M-V/def2-TZVPD", "homo_energy_ev": -8.093, "total_energy_ev": -29723.642, "lumo_ev": 0.80, "homo_lumo_gap_ev": 8.897, "de_lowest_ev": 1.496, "symbols": ["H", "H", "C", "S", "C", "C", "H", "H", "C", "H", "C", "H", "C", "H", "H", "Cl", "H"], "xyz": [[-1.241, -1.374, 1.924], [-1.491, -1.720, -0.800], [1.389, 1.389, -0.878], [-0.661, 1.486, 0.830], [-0.341, -1.031, 1.472], [1.179, -0.078, -0.656], [0.333, -0.518, 2.184], [0.826, 3.165, -0.069], [-0.510, -0.272, 0.257], [-1.799, -0.150, -1.521], [0.596, 2.150, -0.102], [1.098, -0.821, -1.513], [-1.662, -0.707, -0.606], [-2.599, -0.681, -0.081], [2.115, 1.715, -1.656], [2.544, -0.696, 0.232], [0.223, -1.858, 0.983]]}

# 4
{"formula": "C4H12", "method": "wB97M-V/def2-TZVPD", "smiles": "CC.CC", "homo_energy_ev": -11.646, "total_energy_ev": -4342.334, "lumo_ev": 1.14, "homo_lumo_gap_ev": 12.783, "de_lowest_ev": 0.194, "symbols": ["H", "H", "C", "H", "C", "H", "H", "H", "H", "H", "H", "C", "C", "H", "H", "H"], "xyz": [[-1.338, 0.172, -2.903], [0.402, -2.220, 1.711], [-1.767, 0.536, -1.973], [-2.689, 1.087, -2.138], [-0.805, 1.333, -1.095], [-0.871, 2.411, -1.279], [1.946, 0.350, 1.157], [-1.013, 1.187, -0.039], [1.600, -0.170, 2.847], [0.238, 1.023, -1.211], [-2.123, -0.335, -1.422], [1.257, -1.677, 1.279], [1.295, -0.227, 1.803], [1.216, -1.715, 0.198], [2.089, -2.272, 1.656], [0.282, 0.154, 1.704]]}

Please write out number 4 again, unchanged.
{"formula": "C4H12", "method": "wB97M-V/def2-TZVPD", "smiles": "CC.CC", "homo_energy_ev": -11.646, "total_energy_ev": -4342.334, "lumo_ev": 1.14, "homo_lumo_gap_ev": 12.783, "de_lowest_ev": 0.194, "symbols": ["H", "H", "C", "H", "C", "H", "H", "H", "H", "H", "H", "C", "C", "H", "H", "H"], "xyz": [[-1.338, 0.172, -2.903], [0.402, -2.220, 1.711], [-1.767, 0.536, -1.973], [-2.689, 1.087, -2.138], [-0.805, 1.333, -1.095], [-0.871, 2.411, -1.279], [1.946, 0.350, 1.157], [-1.013, 1.187, -0.039], [1.600, -0.170, 2.847], [0.238, 1.023, -1.211], [-2.123, -0.335, -1.422], [1.257, -1.677, 1.279], [1.295, -0.227, 1.803], [1.216, -1.715, 0.198], [2.089, -2.272, 1.656], [0.282, 0.154, 1.704]]}

- Which formula does entry 2 have?
  C13H20ClINO